The following is a quantum chemistry calculation of an isolated molecule of C22H30N4O4S at a distorted geometry, from OMol25.

Positions of all 61 atoms, in Å:
C1 4.565 1.122 -1.167
O1 3.262 1.452 -0.751
C2 2.203 0.891 -1.418
C3 2.354 -0.064 -2.415
C4 1.250 -0.625 -3.030
C5 -0.020 -0.238 -2.654
C6 -0.202 0.731 -1.676
C7 -1.603 1.174 -1.332
N1 -2.177 0.346 -0.275
C8 -1.961 0.882 1.050
C9 -2.821 2.119 1.335
N2 -4.182 1.881 0.909
C10 -4.595 0.982 -0.010
O2 -5.748 0.960 -0.393
C11 -3.559 -0.043 -0.480
C12 -3.900 -1.372 0.226
C13 -3.041 -2.529 -0.264
O3 -3.444 -3.357 -1.056
N3 -1.824 -2.590 0.316
C14 -0.873 -3.624 -0.005
C15 0.389 -3.059 -0.664
C16 1.150 -2.173 0.254
N4 0.645 -1.375 1.123
C17 1.584 -0.682 1.823
C18 1.166 0.287 2.875
C19 2.875 -0.956 1.479
C20 4.119 -0.373 2.050
S1 2.902 -2.145 0.214
C21 0.909 1.308 -1.056
O4 0.651 2.252 -0.089
C22 1.503 3.373 0.022
H1 5.231 1.714 -0.539
H2 4.732 1.387 -2.216
H3 4.778 0.059 -1.019
H4 3.338 -0.390 -2.710
H5 1.392 -1.368 -3.800
H6 -0.886 -0.671 -3.129
H7 -1.582 2.234 -1.053
H8 -2.216 1.075 -2.230
H9 -2.204 0.107 1.781
H10 -0.908 1.135 1.146
H11 -2.414 2.995 0.812
H12 -2.815 2.340 2.407
H13 -4.880 2.558 1.189
H14 -3.727 -0.205 -1.550
H15 -3.793 -1.270 1.306
H16 -4.941 -1.605 -0.003
H17 -1.435 -1.786 0.789
H18 -1.371 -4.318 -0.687
H19 -0.599 -4.157 0.913
H20 1.033 -3.876 -0.993
H21 0.095 -2.480 -1.544
H22 1.139 1.297 2.466
H23 1.869 0.274 3.706
H24 0.175 0.030 3.235
H25 4.125 -0.485 3.135
H26 4.996 -0.870 1.645
H27 4.177 0.690 1.819
H28 1.777 3.766 -0.960
H29 2.412 3.139 0.580
H30 0.927 4.125 0.563

Values from the calculation:
**Calculated total energy**: -48287.330 eV
**Relative energy (zero: lowest compared OMol25 entry of this formula, charge and spin)**: 1.546 eV
**SMILES string**: COc1cccc(CN2CCNC(=O)[C@@H]2CC(=O)NCCc2nc(C)c(C)s2)c1OC
**Orbital gap**: 8.683 eV

Here are the Löwdin charges for atoms 1 to 4, given in e: atom 1 (C): -0.08, atom 2 (O): -0.12, atom 3 (C): -0.21, atom 4 (C): -0.05